<a>
{"formula": "C10H16O", "method": "ωB97M-V/def2-TZVPD", "smiles": "CCc1ccc(O)cc1.CC", "gap_ha": 0.33893, "species": ["C", "C", "C", "C", "C", "C", "C", "C", "O", "H", "H", "H", "H", "H", "H", "H", "H", "H", "H", "C", "C", "H", "H", "H", "H", "H", "H"], "xyz": [[-0.419, 0.582, -0.828], [-1.617, 1.479, -1.169], [0.448, 1.063, 0.312], [0.977, 2.353, 0.258], [0.647, 0.239, 1.404], [1.788, 2.807, 1.302], [1.366, 0.686, 2.506], [1.911, 1.948, 2.399], [2.732, 2.307, 3.453], [-0.777, -0.439, -0.696], [0.172, 0.373, -1.736], [-1.341, 2.527, -1.129], [0.705, 2.900, -0.633], [0.198, -0.746, 1.364], [2.419, 3.679, 1.406], [1.466, 0.075, 3.389], [3.066, 3.205, 3.394], [-2.382, 1.328, -0.397], [-2.115, 1.177, -2.087], [-1.101, -3.102, -0.881], [-1.147, -3.739, -2.274], [-0.106, -3.232, -0.461], [-1.546, -2.115, -0.888], [-1.713, -3.603, -0.120], [-0.459, -3.276, -2.978], [-1.067, -4.814, -2.115], [-2.106, -3.659, -2.795]], "lowdin_charge": [-0.22, -0.09, -0.25, -0.03, -0.03, 0.00, -0.01, -0.32, 0.02, 0.06, 0.12, 0.06, 0.11, 0.11, 0.11, 0.12, 0.09, 0.08, 0.07, -0.17, -0.16, 0.07, 0.04, 0.07, 0.06, 0.06, 0.06]}

<b>
{"formula": "C10H16O", "method": "ωB97M-V/def2-TZVPD", "smiles": "CCc1ccc(O)cc1.CC", "gap_ha": 0.33781, "species": ["C", "C", "H", "H", "H", "H", "H", "H", "C", "C", "C", "C", "C", "C", "C", "C", "O", "H", "H", "H", "H", "H", "H", "H", "H", "H", "H"], "xyz": [[3.811, 1.126, 1.473], [4.389, -0.314, 1.444], [4.326, 1.753, 2.325], [3.765, 1.653, 0.448], [2.733, 1.190, 1.925], [4.761, -0.565, 2.382], [3.672, -1.068, 1.146], [5.022, -0.472, 0.497], [-1.664, 0.507, 1.249], [-1.457, -0.769, 2.071], [-1.691, 0.207, -0.234], [-0.827, -0.623, -0.869], [-2.781, 0.669, -0.983], [-1.017, -1.021, -2.209], [-2.929, 0.511, -2.316], [-1.993, -0.337, -2.992], [-1.807, -0.330, -4.368], [-2.611, 1.128, 1.540], [-0.959, 1.338, 1.563], [-1.694, -0.439, 3.051], [0.043, -0.936, -0.328], [-3.489, 1.272, -0.278], [-0.032, -1.571, -2.697], [-3.733, 1.040, -2.959], [-1.396, -1.219, -4.554], [-0.346, -1.100, 1.984], [-2.095, -1.631, 1.690]], "lowdin_charge": [-0.20, -0.19, 0.08, 0.08, 0.07, 0.03, 0.04, 0.09, -0.24, -0.11, -0.28, -0.08, -0.08, -0.02, -0.03, -0.31, 0.00, 0.12, 0.12, 0.04, 0.10, 0.14, 0.16, 0.15, 0.12, 0.10, 0.10]}

<c>
{"formula": "C10H16O", "method": "ωB97M-V/def2-TZVPD", "smiles": "CCc1ccc(O)cc1.CC", "gap_ha": 0.34409, "species": ["C", "C", "H", "H", "H", "H", "H", "H", "C", "C", "C", "C", "C", "C", "C", "C", "O", "H", "H", "H", "H", "H", "H", "H", "H", "H", "H"], "xyz": [[-0.595, -2.916, 2.038], [-0.171, -3.407, 3.427], [0.285, -2.687, 1.432], [-1.162, -3.692, 1.552], [-1.090, -1.952, 2.125], [-0.118, -4.499, 3.421], [0.841, -3.126, 3.732], [-0.803, -3.062, 4.240], [-0.911, 0.737, 0.438], [-0.308, 1.674, 1.467], [-0.274, 0.908, -0.925], [-0.964, 1.420, -2.013], [1.095, 0.671, -1.068], [-0.262, 1.791, -3.165], [1.819, 1.203, -2.123], [1.113, 1.735, -3.195], [1.818, 2.235, -4.276], [-0.828, -0.309, 0.707], [-2.004, 0.709, 0.391], [-0.756, 2.653, 1.396], [-2.031, 1.497, -1.948], [1.629, 0.125, -0.294], [-0.842, 2.208, -3.984], [2.891, 1.077, -2.126], [1.328, 2.014, -5.092], [0.773, 1.678, 1.353], [-0.473, 1.315, 2.490]], "lowdin_charge": [-0.16, -0.17, 0.06, 0.06, 0.04, 0.06, 0.06, 0.06, -0.22, -0.08, -0.25, -0.03, -0.05, -0.03, 0.00, -0.33, 0.02, 0.07, 0.11, 0.07, 0.11, 0.12, 0.11, 0.12, 0.11, 0.07, 0.07]}

<d>
{"formula": "C10H16O", "method": "ωB97M-V/def2-TZVPD", "smiles": "Cc1ccc(O)cc1.CCC", "gap_ha": 0.33739, "species": ["C", "C", "C", "C", "C", "C", "C", "O", "H", "H", "H", "H", "H", "H", "H", "H", "C", "C", "C", "H", "H", "H", "H", "H", "H", "H", "H"], "xyz": [[-2.379, 2.288, 0.738], [-1.590, -1.151, -0.620], [-2.193, -0.152, 0.126], [-0.922, -0.857, -1.799], [-1.902, 1.184, -0.144], [-0.650, 0.477, -2.106], [-1.186, 1.471, -1.301], [-0.610, -1.796, -2.741], [-1.777, -2.203, -0.417], [-2.790, -0.409, 0.996], [-0.628, -2.670, -2.335], [-0.072, 0.663, -2.999], [-2.662, 3.191, 0.202], [-1.610, 2.621, 1.451], [-1.127, 2.472, -1.724], [-3.146, 1.992, 1.463], [1.747, -0.606, 1.249], [2.482, -1.942, 1.119], [2.512, 0.567, 0.683], [0.765, -0.713, 0.782], [1.504, -0.458, 2.301], [3.492, -1.827, 1.530], [2.628, -2.192, 0.065], [1.902, 1.471, 0.665], [3.256, 0.941, 1.404], [1.966, -2.717, 1.679], [2.990, 0.355, -0.270]], "lowdin_charge": [-0.07, -0.05, -0.05, -0.34, -0.29, -0.01, -0.05, 0.05, 0.12, 0.11, 0.10, 0.12, 0.08, 0.08, 0.12, 0.08, -0.33, -0.12, -0.13, 0.07, 0.10, 0.07, 0.07, 0.06, 0.07, 0.06, 0.07]}

Which structure is most stable? <d>, by 0.247 eV over the runner-up.

<a>
{"formula": "C10H16O", "method": "ωB97M-V/def2-TZVPD", "smiles": "CCc1ccc(O)cc1.CC", "gap_ha": 0.33815, "species": ["C", "C", "H", "H", "H", "H", "H", "H", "C", "C", "C", "C", "C", "C", "C", "C", "O", "H", "H", "H", "H", "H", "H", "H", "H", "H", "H"], "xyz": [[-2.907, -0.202, 1.704], [-3.419, -1.290, 0.735], [-3.668, 0.478, 2.093], [-2.467, -0.757, 2.534], [-2.182, 0.477, 1.272], [-3.341, -2.321, 1.064], [-3.044, -1.142, -0.265], [-4.509, -1.168, 0.629], [2.009, -1.330, -1.168], [2.917, -1.189, -2.446], [1.660, -0.053, -0.451], [0.945, -0.201, 0.734], [1.584, 1.189, -1.117], [0.396, 0.932, 1.387], [0.774, 2.180, -0.620], [0.136, 2.054, 0.627], [-0.797, 2.996, 0.974], [1.130, -1.827, -1.569], [2.499, -1.994, -0.459], [3.614, -0.367, -2.294], [0.836, -1.184, 1.173], [2.243, 1.395, -1.942], [-0.036, 0.728, 2.361], [0.861, 3.194, -1.000], [-1.094, 2.737, 1.862], [2.264, -1.290, -3.307], [3.595, -2.045, -2.510]], "lowdin_charge": [-0.16, -0.15, 0.06, 0.06, 0.03, 0.06, 0.05, 0.06, -0.21, -0.10, -0.24, -0.04, -0.04, -0.04, -0.02, -0.33, 0.05, 0.11, 0.10, 0.07, 0.11, 0.10, 0.11, 0.12, 0.11, 0.07, 0.06]}

<b>
{"formula": "C10H16O", "method": "ωB97M-V/def2-TZVPD", "smiles": "Cc1ccc(O)cc1.CCC", "gap_ha": 0.33590, "species": ["C", "C", "C", "H", "H", "H", "H", "H", "H", "H", "H", "C", "C", "C", "C", "C", "C", "C", "O", "H", "H", "H", "H", "H", "H", "H", "H"], "xyz": [[-0.916, 2.064, -1.771], [-0.534, 1.401, -3.085], [-2.009, 1.085, -1.059], [-0.302, 2.511, -1.044], [-1.642, 2.989, -1.967], [-1.538, 1.072, -3.484], [-1.542, 0.274, -0.594], [0.107, 0.504, -3.086], [-0.010, 2.024, -3.889], [-2.796, 1.568, -0.562], [-2.160, 0.564, -1.966], [-1.053, 0.324, 2.291], [1.410, -2.512, 1.717], [2.228, -1.899, 0.806], [0.279, -1.795, 2.086], [0.178, -0.379, 1.873], [2.171, -0.545, 0.389], [1.212, 0.198, 0.998], [3.163, -2.612, -0.005], [1.415, -3.652, 1.937], [-0.526, -2.351, 2.504], [2.874, -0.227, -0.278], [2.817, -3.525, -0.185], [-1.766, 0.553, 1.409], [-0.825, 1.306, 2.648], [1.208, 1.293, 1.132], [-1.443, -0.231, 3.185]], "lowdin_charge": [-0.27, -0.15, -0.09, 0.05, 0.13, 0.08, 0.03, 0.07, 0.09, 0.06, 0.02, -0.08, -0.05, -0.29, -0.05, -0.26, -0.02, -0.04, -0.02, 0.15, 0.10, 0.09, 0.11, 0.08, 0.06, 0.12, 0.09]}

<c>
{"formula": "C10H16O", "method": "ωB97M-V/def2-TZVPD", "smiles": "CCc1ccc(O)cc1.CC", "gap_ha": 0.34062, "species": ["C", "C", "C", "C", "C", "C", "C", "C", "O", "H", "H", "H", "H", "H", "H", "H", "H", "H", "H", "C", "C", "H", "H", "H", "H", "H", "H"], "xyz": [[-1.276, -0.616, 2.120], [-0.982, -1.975, 2.842], [-0.198, -0.068, 1.200], [-0.303, 1.223, 0.642], [0.902, -0.752, 0.735], [0.650, 1.800, -0.146], [1.857, -0.276, -0.175], [1.724, 1.037, -0.609], [2.555, 1.457, -1.605], [-2.219, -0.629, 1.567], [-1.418, 0.119, 2.925], [-0.300, -2.506, 2.192], [-1.197, 1.790, 0.891], [1.033, -1.800, 0.989], [0.580, 2.836, -0.466], [2.718, -0.855, -0.476], [2.659, 2.409, -1.601], [-1.992, -2.367, 2.935], [-0.657, -1.826, 3.864], [-1.694, -1.202, -1.786], [-2.079, 0.008, -2.638], [-0.963, -0.944, -0.996], [-2.567, -1.800, -1.513], [-1.089, -1.900, -2.365], [-1.344, 0.824, -2.525], [-3.035, 0.446, -2.370], [-1.959, -0.245, -3.685]], "lowdin_charge": [-0.19, -0.07, -0.26, -0.06, -0.07, -0.03, 0.00, -0.33, 0.05, 0.11, 0.11, 0.05, 0.12, 0.10, 0.12, 0.12, 0.10, 0.07, 0.07, -0.16, -0.16, 0.04, 0.07, 0.06, 0.06, 0.06, 0.06]}

<d>
{"formula": "C10H16O", "method": "ωB97M-V/def2-TZVPD", "smiles": "Cc1ccc(O)cc1.CCC", "gap_ha": 0.34501, "species": ["C", "C", "C", "C", "C", "C", "C", "O", "H", "H", "H", "H", "H", "H", "H", "H", "C", "C", "C", "H", "H", "H", "H", "H", "H", "H", "H"], "xyz": [[-0.057, -0.312, 2.605], [1.175, 0.227, 0.490], [0.236, 0.589, 1.448], [1.337, 0.981, -0.660], [-0.609, 1.659, 1.179], [0.521, 2.077, -0.887], [-0.454, 2.418, 0.025], [0.743, 2.802, -2.029], [1.900, -0.526, 0.767], [2.075, 0.787, -1.424], [0.608, -1.153, 2.780], [-1.080, -0.696, 2.668], [-1.332, 1.946, 1.930], [-1.160, 3.226, -0.123], [-0.068, 3.123, -2.443], [-0.006, 0.254, 3.550], [-0.961, -2.480, -1.021], [-1.899, -3.277, -0.124], [0.500, -2.887, -0.843], [-1.286, -2.549, -2.056], [-1.087, -1.428, -0.785], [-2.939, -3.263, -0.397], [0.595, -3.630, -0.047], [0.966, -3.362, -1.708], [1.139, -2.064, -0.571], [-1.621, -4.329, -0.097], [-1.824, -2.973, 0.926]], "lowdin_charge": [-0.06, -0.07, -0.29, -0.01, -0.05, -0.33, -0.02, 0.03, 0.11, 0.12, 0.07, 0.08, 0.11, 0.11, 0.11, 0.08, -0.30, -0.13, -0.11, 0.10, 0.08, 0.06, 0.07, 0.07, 0.03, 0.07, 0.07]}

Which structure is most stable? <d>, by 0.378 eV over the runner-up.

<a>
{"formula": "C10H16O", "method": "ωB97M-V/def2-TZVPD", "smiles": "Cc1ccc(O)cc1.CCC", "gap_ha": 0.34212, "species": ["C", "C", "C", "C", "C", "C", "C", "O", "H", "H", "H", "H", "H", "H", "H", "H", "C", "C", "C", "H", "H", "H", "H", "H", "H", "H", "H"], "xyz": [[-1.839, 1.270, 2.587], [-2.453, 1.209, -1.169], [-2.639, 1.065, 0.241], [-1.146, 1.348, -1.568], [-1.553, 1.206, 1.083], [-0.050, 1.234, -0.718], [-0.230, 1.235, 0.654], [-0.777, 1.669, -2.866], [-3.359, 1.251, -1.754], [-3.648, 0.829, 0.545], [-1.546, 1.841, -3.383], [0.930, 1.280, -1.168], [-0.944, 1.598, 3.113], [-2.338, 0.435, 3.078], [0.556, 1.451, 1.360], [-2.560, 2.084, 2.746], [1.568, -1.787, -0.136], [2.457, -2.732, 0.697], [2.293, -1.202, -1.323], [1.088, -1.031, 0.490], [0.679, -2.411, -0.287], [2.959, -3.433, 0.032], [3.281, -2.171, 1.156], [2.539, -1.987, -2.038], [1.915, -3.181, 1.525], [3.141, -0.580, -1.033], [1.674, -0.490, -1.864]], "lowdin_charge": [-0.06, -0.01, -0.04, -0.31, -0.29, -0.03, -0.05, 0.04, 0.11, 0.11, 0.08, 0.11, 0.07, 0.07, 0.12, 0.07, -0.32, -0.13, -0.12, 0.07, 0.10, 0.07, 0.07, 0.08, 0.06, 0.08, 0.04]}

<b>
{"formula": "C10H16O", "method": "ωB97M-V/def2-TZVPD", "smiles": "Cc1ccc(O)cc1.CCC", "gap_ha": 0.33891, "species": ["C", "C", "C", "C", "C", "C", "C", "O", "H", "H", "H", "H", "H", "H", "H", "H", "C", "C", "C", "H", "H", "H", "H", "H", "H", "H", "H"], "xyz": [[1.570, -2.705, -0.467], [-0.469, -0.676, 2.002], [-1.765, -1.123, 1.715], [0.581, -1.175, 1.255], [0.387, -2.082, 0.219], [-1.994, -1.854, 0.567], [-0.917, -2.323, -0.183], [-2.814, -0.836, 2.543], [-0.309, 0.030, 2.813], [1.596, -0.947, 1.566], [-3.026, -2.013, 0.282], [-2.530, -0.157, 3.186], [2.194, -2.002, -1.011], [1.222, -3.442, -1.205], [-1.157, -2.859, -1.098], [2.183, -3.245, 0.238], [0.262, 2.965, -0.837], [1.563, 3.050, -1.664], [-0.410, 1.588, -0.834], [-0.365, 3.740, -1.274], [0.521, 3.198, 0.189], [1.374, 2.852, -2.718], [2.025, 4.031, -1.519], [-0.010, 0.808, -1.461], [-1.450, 1.709, -1.101], [2.263, 2.277, -1.376], [-0.528, 1.190, 0.174]], "lowdin_charge": [-0.06, -0.04, -0.34, -0.07, -0.30, -0.02, -0.04, 0.04, 0.12, 0.12, 0.12, 0.11, 0.08, 0.08, 0.11, 0.07, -0.30, -0.13, -0.11, 0.09, 0.09, 0.07, 0.07, 0.07, 0.06, 0.06, 0.04]}

<c>
{"formula": "C10H16O", "method": "ωB97M-V/def2-TZVPD", "smiles": "Cc1ccc(O)cc1.CCC", "gap_ha": 0.33505, "species": ["C", "C", "C", "C", "C", "C", "C", "O", "H", "H", "H", "H", "H", "H", "H", "H", "C", "C", "C", "H", "H", "H", "H", "H", "H", "H", "H"], "xyz": [[0.723, 2.089, 0.950], [-2.192, -0.946, 1.181], [-0.870, -1.247, 1.480], [-2.662, 0.312, 0.792], [-0.034, -0.140, 1.500], [-1.749, 1.370, 0.789], [-0.416, 1.147, 1.171], [-3.216, -1.857, 1.242], [-2.978, -2.783, 1.240], [-0.455, -2.222, 1.685], [-3.715, 0.508, 0.649], [1.004, -0.384, 1.749], [-2.013, 2.361, 0.436], [0.430, 3.080, 0.580], [1.292, 1.841, 0.062], [1.292, 2.169, 1.877], [3.328, -0.312, -2.467], [2.578, -1.143, -3.489], [2.602, 0.748, -1.536], [3.906, 0.417, -3.083], [3.921, -0.853, -1.747], [2.418, -0.590, -4.404], [3.172, -2.043, -3.731], [1.906, 0.191, -0.899], [1.712, -1.609, -3.001], [1.997, 1.482, -2.053], [3.490, 1.091, -1.003]], "lowdin_charge": [-0.06, -0.32, -0.01, -0.01, -0.08, -0.03, -0.29, 0.03, 0.10, 0.11, 0.12, 0.12, 0.11, 0.08, 0.02, 0.09, -0.31, -0.13, -0.12, 0.10, 0.09, 0.07, 0.07, 0.05, 0.07, 0.07, 0.08]}

Which structure is most stable? <b>, by 0.440 eV over the runner-up.

<a>
{"formula": "C10H16O", "method": "ωB97M-V/def2-TZVPD", "smiles": "CCc1ccc(O)cc1.CC", "gap_ha": 0.33599, "species": ["C", "C", "H", "H", "H", "H", "H", "H", "C", "C", "C", "C", "C", "C", "C", "C", "O", "H", "H", "H", "H", "H", "H", "H", "H", "H", "H"], "xyz": [[2.451, -2.990, -1.316], [2.770, -1.492, -1.086], [1.299, -2.979, -1.306], [2.839, -3.283, -2.230], [2.745, -3.351, -0.342], [1.870, -0.996, -0.834], [3.262, -1.208, -2.101], [3.445, -1.131, -0.247], [0.330, 1.931, -1.448], [-0.614, 2.986, -1.498], [-0.082, 0.947, -0.434], [0.316, 1.102, 0.890], [-1.049, 0.025, -0.798], [-0.241, 0.375, 1.902], [-1.659, -0.677, 0.326], [-1.324, -0.514, 1.664], [-1.860, -1.371, 2.548], [0.549, 1.479, -2.405], [1.281, 2.277, -1.153], [-0.562, 3.885, -0.988], [1.162, 1.860, 1.042], [-1.657, -0.054, -1.683], [0.043, 0.555, 2.996], [-2.576, -1.250, -0.015], [-1.953, -0.922, 3.526], [-1.609, 2.498, -1.368], [-0.644, 3.421, -2.489]], "lowdin_charge": [-0.15, -0.18, 0.09, 0.03, 0.06, 0.01, 0.09, 0.08, -0.27, -0.11, -0.31, -0.06, -0.02, -0.03, -0.01, -0.38, 0.00, 0.12, 0.10, 0.06, 0.15, 0.11, 0.13, 0.13, 0.20, 0.11, 0.08]}

<b>
{"formula": "C10H16O", "method": "ωB97M-V/def2-TZVPD", "smiles": "Cc1ccc(O)cc1.CCC", "gap_ha": 0.34255, "species": ["C", "C", "C", "C", "C", "C", "C", "O", "H", "H", "H", "H", "H", "H", "H", "H", "C", "C", "C", "H", "H", "H", "H", "H", "H", "H", "H"], "xyz": [[-2.243, 0.140, 1.204], [-0.563, 0.167, -2.204], [-1.296, -0.280, -1.086], [-0.145, 1.469, -2.339], [-1.436, 0.533, 0.009], [-0.245, 2.255, -1.169], [-0.965, 1.858, -0.054], [0.605, 2.039, -3.325], [-0.451, -0.411, -3.131], [-1.913, -1.141, -1.322], [0.652, 1.409, -4.038], [0.089, 3.285, -1.238], [-2.525, -0.919, 1.265], [-3.198, 0.685, 1.236], [-1.135, 2.674, 0.634], [-1.694, 0.316, 2.129], [1.959, -1.613, 1.320], [1.886, -0.101, 1.664], [0.707, -2.198, 0.747], [2.766, -1.829, 0.595], [2.312, -2.132, 2.213], [2.170, 0.016, 2.707], [0.958, 0.336, 1.345], [0.717, -3.288, 0.852], [-0.194, -1.762, 1.193], [2.606, 0.536, 1.118], [0.576, -2.044, -0.327]], "lowdin_charge": [-0.07, -0.03, -0.07, -0.33, -0.32, -0.02, -0.04, 0.06, 0.12, 0.12, 0.09, 0.11, 0.08, 0.08, 0.12, 0.08, -0.31, -0.09, -0.13, 0.10, 0.09, 0.06, 0.03, 0.07, 0.06, 0.07, 0.06]}

Which structure is most stable? <b>, by 1.815 eV over the runner-up.